The following is a quantum chemistry calculation of a cluster of 10 separate species, C18H57N12O10 in total, from OMol25.

Its charge is -1. The HOMO energy is -0.235 Ha. The multiplicity is 1. For the largest force on an atom, the calculation gives 0.031 Eh/bohr. Its energy above the lowest of the compared OMol25 structures with the same formula, charge and spin is 11.8 kcal/mol.

Geometry (Å):
C 0.51 0.57 0.71
O 0.66 0.65 2.08
H 1.24 1.18 0.14
H 0.78 -0.44 0.35
H -0.50 0.85 0.37
C 2.53 2.00 -2.80
C 2.15 3.46 -2.70
O 3.32 4.23 -2.99
H 3.50 1.75 -2.37
H 2.53 1.64 -3.83
H 1.73 1.46 -2.27
H 1.84 3.71 -1.67
H 1.31 3.71 -3.36
H 3.06 5.15 -2.99
C 3.19 -2.21 -1.51
C 4.20 -1.27 -0.87
O 5.49 -1.26 -1.50
H 3.51 -3.26 -1.51
H 2.85 -1.89 -2.49
H 2.31 -2.20 -0.86
H 4.30 -1.40 0.21
H 3.83 -0.28 -1.11
H 5.95 -2.06 -1.23
C 0.69 4.03 3.90
O 1.40 4.91 4.35
N 0.52 2.84 4.59
N 0.05 4.00 2.68
H 0.55 1.95 4.11
H 0.96 2.87 5.49
H -0.23 3.05 2.46
H 0.02 4.79 2.09
C 4.06 2.60 1.51
O 5.10 3.15 1.84
N 3.80 2.21 0.21
N 3.08 2.20 2.38
H 4.51 2.55 -0.40
H 2.87 1.86 0.02
H 3.26 2.45 3.34
H 2.21 1.72 2.13
C -2.59 -0.64 3.51
O -3.71 -1.05 3.80
N -1.70 -0.24 4.46
N -2.14 -0.51 2.23
H -0.83 0.13 4.11
H -2.07 0.05 5.34
H -2.83 -0.69 1.52
H -1.22 -0.11 2.08
C 2.29 -1.83 4.36
O 2.63 -2.73 5.11
N 2.28 -1.92 3.00
N 1.90 -0.59 4.78
H 1.87 -1.18 2.44
H 2.57 -2.79 2.61
H 1.91 -0.27 5.73
H 1.46 -0.06 4.04
C -4.17 2.66 1.17
O -5.00 2.11 1.87
N -2.96 2.11 0.88
N -4.42 3.90 0.62
H -2.27 2.53 0.29
H -2.78 1.18 1.25
H -5.38 4.17 0.67
H -3.78 4.32 -0.02
C -0.53 2.09 -6.90
C -0.85 0.82 -6.13
C -0.32 0.83 -4.69
O -0.68 -0.34 -3.99
C -1.44 -0.07 -2.82
N -2.30 0.63 -6.07
H -1.08 2.09 -7.84
H 0.54 2.21 -7.08
H -0.85 3.02 -6.43
H -0.27 0.05 -6.65
H -0.69 1.75 -4.22
H 0.77 0.82 -4.79
H -2.44 0.27 -3.07
H -0.90 0.64 -2.19
H -1.58 -0.99 -2.25
H -2.48 -0.17 -5.47
H -2.65 0.28 -6.97
C -3.71 -4.70 2.13
C -3.33 -5.17 0.71
C -1.86 -5.60 0.69
O -0.94 -4.57 0.94
C -0.87 -3.60 -0.07
N -4.14 -6.27 0.22
H -3.24 -3.73 2.33
H -3.41 -5.45 2.86
H -4.80 -4.60 2.18
H -3.44 -4.25 0.13
H -1.68 -6.08 -0.28
H -1.72 -6.34 1.48
H -0.71 -4.08 -1.05
H 0.02 -3.00 0.10
H -1.78 -3.02 -0.24
H -5.09 -6.18 0.55
H -3.74 -7.14 0.54